Version P
C4H12N2O | ωB97M-V/def2-TZVPD

As for the HOMO energy: -8.4 eV. Its multiplicity is 1. As for the structure (SMILES): NCCNCCO. Its frontier orbital gap is 0.337 hartree.

```
19
C4H12N2O, DFT ωB97M-V/def2-TZVPD
N 1.71334 2.24304 0.66286
C 0.82911 0.98750 0.83014
C 1.25757 -0.27101 0.00229
N 0.37244 -1.46336 0.04659
C -0.84346 -1.55311 -0.93330
C -1.60461 -0.31274 -0.91458
O -1.59903 0.05802 0.43384
H 2.52707 1.98295 0.12432
H 1.42111 2.99317 0.18043
H 0.83270 0.87760 1.83733
H -0.13502 1.23793 0.44141
H 2.12774 -0.83810 0.33276
H 1.30866 -0.00736 -1.09457
H 0.13509 -1.57158 0.94184
H -1.26223 -2.57051 -0.79619
H -0.37626 -1.73990 -1.94561
H -1.16522 0.43268 -1.54562
H -2.66176 -0.45851 -1.28561
H -2.39175 0.63599 0.46530
```

=====

Version Q
C4H12N2O | ωB97M-V/def2-TZVPD

As for the HOMO energy: -8.4 eV. Its multiplicity is 1. As for the structure (SMILES): CC/C(N)=C/N.O. Its frontier orbital gap is 0.340 hartree.

```
19
C4H12N2O, DFT ωB97M-V/def2-TZVPD
C 0.16027 -2.24258 0.37077
C -0.09984 -1.03941 1.38080
C 0.14831 0.34347 0.61480
N 1.48745 0.57360 0.19508
C -0.86996 1.25288 0.46322
N -0.79643 2.37907 -0.38966
H -0.07740 -3.23852 0.65377
H 1.32694 -2.33873 0.18330
H -0.19085 -1.85972 -0.64902
H 0.60031 -1.13758 2.25890
H -1.19859 -1.01379 1.73061
H 1.55237 1.56805 -0.05982
H 2.08442 0.39279 1.02404
H -1.78992 0.73822 0.59215
H -1.23002 3.20157 0.08538
H -1.24644 2.07286 -1.22587
O 0.29047 0.32975 -2.50806
H 0.17364 -0.55502 -2.89356
H -0.32476 0.57308 -1.82684
```

=====

Version R
C4H12N2O | ωB97M-V/def2-TZVPD

As for the HOMO energy: -6.9 eV. Its multiplicity is 1. Its frontier orbital gap is 0.268 hartree.

```
19
C4H12N2O, DFT ωB97M-V/def2-TZVPD
C 1.93890 -0.56168 -0.42540
C 0.43842 -2.39625 -0.62109
N 0.60659 -1.15890 -0.49831
H 1.89846 0.05047 0.48237
H 2.07540 0.08789 -1.29159
H 2.73206 -1.30832 -0.38102
H 1.26516 -3.10784 -0.62366
H -0.53825 -2.84185 -0.78541
H -0.25465 -0.33567 -0.30355
C -0.88020 1.78054 -1.04261
N -1.27158 0.63210 -0.21257
C -0.97536 0.79200 1.26632
O 0.29111 0.59680 1.55808
H 0.11302 2.06978 -0.69449
H -1.55671 2.62793 -0.91084
H -0.83560 1.46736 -2.08635
H -2.21471 0.32946 -0.41181
H -1.70077 0.07374 1.73212
H -1.36290 1.80541 1.55342
```

=====

Version S
C4H12N2O | ωB97M-V/def2-TZVPD

As for the HOMO energy: -9.1 eV. Its multiplicity is 1. As for the structure (SMILES): CN[C@@H](CN)CO. Its frontier orbital gap is 0.364 hartree.

```
19
C4H12N2O, DFT ωB97M-V/def2-TZVPD
C -0.01027 2.16910 0.73383
N -0.93285 1.02735 0.85043
C -0.61628 -0.19574 0.05723
C 0.54266 0.02152 -0.90531
N 0.58686 -1.08316 -1.89534
C -0.34482 -1.32186 1.03133
O 0.12801 -2.53080 0.44137
H 1.04264 1.95855 0.92089
H -0.32295 2.89493 1.48286
H -0.11936 2.64915 -0.22685
H -0.79743 0.69938 1.79927
H -1.54364 -0.43154 -0.47584
H 1.45033 0.04963 -0.29575
H 0.36454 0.95906 -1.42170
H 1.34120 -0.89098 -2.53902
H -0.23839 -0.96055 -2.49798
H -1.25706 -1.59800 1.59439
H 0.35604 -1.04846 1.83596
H 0.37078 -2.36759 -0.48979
```

=====

Ranked by calculated energy, most stable first: version S, version Q, version P, version R.